Density functional theory data (ωB97M-V/def2-TZVPD) for a molecular structure, C13H25ClNSiSnTi at a distorted geometry.

Properties
Frontier orbital gap (alpha / beta) ... 0.263 / 0.223 Ha
Spin multiplicity ... 2
HOMO level (alpha / beta) ... -0.27063 / -0.28415 Ha
⟨S²⟩ ... 0.755

Structure (XYZ):
```
43
C13H25ClNSiSnTi (ωB97M-V/def2-TZVPD)
Ti 3.497 -0.254 -1.205
Cl 3.554 0.651 -3.257
C 3.506 -2.225 -1.638
C 5.312 0.204 -0.446
H 4.509 -2.602 -1.377
H 2.735 -2.782 -1.086
H 3.349 -2.317 -2.725
H 5.918 -0.717 -0.399
H 5.209 0.638 0.561
H 5.786 0.929 -1.129
Sn 0.738 1.046 0.099
C 0.413 2.655 1.476
C 2.279 -0.392 0.639
H 0.998 2.508 2.390
H 0.774 3.544 0.940
H -0.653 2.756 1.707
H 2.808 0.014 1.517
H 1.833 -1.373 0.856
C -0.238 -1.474 -2.320
Si -1.556 -0.506 -1.412
C -1.769 1.155 -2.238
C -3.118 -1.520 -1.422
N -1.046 -0.231 0.253
C -1.862 0.006 1.361
C -3.145 0.596 1.229
C -3.775 1.114 2.355
C -3.189 0.994 3.620
C -1.952 0.343 3.766
C -1.302 -0.170 2.651
H -0.724 -1.931 -3.197
H 0.177 -2.287 -1.707
H 0.601 -0.867 -2.693
H -2.180 0.951 -3.239
H -2.478 1.800 -1.702
H -0.828 1.710 -2.364
H -2.964 -2.459 -0.873
H -3.977 -1.004 -0.973
H -3.383 -1.775 -2.460
H -3.592 0.700 0.235
H -4.742 1.613 2.238
H -3.695 1.398 4.501
H -1.497 0.228 4.750
H -0.331 -0.665 2.723
```



Density functional theory data (ωB97M-V/def2-TZVPD) for C14H22N2O3 in the gas phase.

Properties
Frontier orbital gap ... 0.347 Ha
Spin multiplicity ... 1
HOMO level ... -0.34539 Ha

Structure (XYZ):
```
41
C14H22N2O3 (ωB97M-V/def2-TZVPD)
C 3.809 -3.319 4.810
C 4.385 -3.096 3.417
C 3.881 -1.814 2.752
C 2.372 -1.753 2.504
C 1.891 -2.793 1.494
C 0.372 -2.801 1.305
C -0.231 -1.462 0.880
C 0.351 -0.949 -0.437
N -0.283 0.298 -0.827
C -1.397 0.314 -1.576
C -2.074 1.440 -1.936
C -3.285 1.264 -2.780
C -4.016 2.503 -3.189
O -3.642 0.151 -3.106
C -1.575 2.729 -1.478
O -2.029 3.829 -1.689
N -0.422 2.607 -0.696
C 0.257 1.479 -0.323
O 1.240 1.499 0.376
H 3.982 -2.447 5.437
H 2.740 -3.506 4.767
H 4.282 -4.179 5.281
H 5.474 -3.030 3.493
H 4.159 -3.959 2.787
H 4.397 -1.692 1.796
H 4.158 -0.966 3.383
H 1.838 -1.889 3.446
H 2.142 -0.753 2.134
H 2.180 -3.789 1.836
H 2.386 -2.624 0.537
H 0.118 -3.557 0.558
H -0.098 -3.097 2.245
H -0.059 -0.715 1.655
H -1.312 -1.583 0.766
H 0.205 -1.680 -1.234
H 1.416 -0.742 -0.317
H -1.770 -0.644 -1.917
H -4.339 3.051 -2.307
H -3.349 3.161 -3.742
H -4.873 2.236 -3.801
H -0.040 3.480 -0.347
```



Density functional theory data (ωB97M-V/def2-TZVPD) for 2 unconnected molecules or ions with the total composition C4H11NO2 at a distorted geometry.

Properties
Frontier orbital gap ... 0.350 Ha
Spin multiplicity ... 1
HOMO level ... -0.31483 Ha

Structure (XYZ):
```
18
C4H11NO2 (ωB97M-V/def2-TZVPD)
C -1.801 1.761 -2.114
C -0.873 1.377 -1.254
O 0.430 1.782 -1.385
N 1.280 1.155 -0.422
H -1.574 2.437 -2.919
H -2.811 1.418 -2.009
H -1.056 0.717 -0.414
H 2.201 1.198 -0.850
H 1.294 1.769 0.399
C 0.499 -1.710 0.009
O -0.236 -0.883 1.050
C 0.111 -1.232 2.362
H 0.197 -1.488 -1.009
H 1.573 -1.607 0.188
H 0.168 -2.734 0.213
H -0.549 -0.672 3.026
H 1.160 -0.976 2.578
H -0.014 -2.313 2.550
```



Density functional theory data (ωB97M-V/def2-TZVPD) for a molecular structure, C39H38N7O11W at a distorted geometry.

Properties
Frontier orbital gap ... 0.176 Ha
Spin multiplicity ... 1
HOMO level ... -0.57896 Ha
Total charge ... +3

Structure (XYZ):
```
96
C39H38N7O11W (ωB97M-V/def2-TZVPD)
W -1.248 -0.144 -0.507
C 2.062 0.845 6.338
O 1.519 1.273 5.077
C 1.395 2.610 4.868
C 1.758 3.607 5.759
C 1.585 4.938 5.403
C 1.069 5.287 4.164
C 0.705 4.296 3.265
C 0.853 2.965 3.628
N 0.544 1.847 2.791
C -0.304 1.754 1.798
N -1.177 2.712 1.477
C -2.182 2.600 0.517
C -2.315 1.521 -0.383
C -3.412 1.530 -1.304
C -4.298 2.578 -1.303
C -4.148 3.639 -0.408
C -3.098 3.663 0.499
O -2.855 4.627 1.397
C -3.792 5.721 1.516
N -0.362 0.627 1.036
C 0.444 -0.536 1.117
C -0.008 -1.684 1.857
C 0.817 -2.756 1.995
C 2.113 -2.708 1.435
C 2.607 -1.604 0.769
C 1.795 -0.484 0.598
O 2.159 0.648 0.038
C 3.567 0.898 -0.218
H 2.075 -0.239 6.301
H 1.421 1.177 7.154
H 3.075 1.225 6.465
H 2.168 3.356 6.726
H 1.873 5.713 6.101
H 0.963 6.327 3.890
H 0.366 4.591 2.280
H 0.976 0.985 3.114
H -1.269 3.514 2.096
H -3.549 0.724 -2.011
H -5.122 2.587 -2.003
H -4.863 4.449 -0.424
H -3.418 6.335 2.327
H -4.781 5.340 1.765
H -3.812 6.297 0.592
H -1.000 -1.665 2.295
H 0.497 -3.635 2.536
H 2.761 -3.569 1.551
H 3.624 -1.605 0.401
H 3.622 1.944 -0.497
H 3.916 0.272 -1.038
H 4.143 0.713 0.686
O -0.560 -2.328 -1.342
C -1.747 -2.210 -1.680
O -2.140 -1.033 -2.127
C -2.792 -3.049 -1.042
C -3.387 -4.244 -1.395
C -4.266 -4.795 -0.480
C -4.548 -4.231 0.752
C -3.910 -3.056 1.101
C -3.045 -2.452 0.199
O -2.409 -1.271 0.442
N -4.135 -2.475 2.436
O -3.232 -1.782 2.882
O -5.169 -2.734 2.982
N -4.926 -6.083 -0.831
O -4.685 -6.519 -1.931
O -5.635 -6.570 0.013
H -3.203 -4.743 -2.336
H -5.242 -4.711 1.431
C 2.585 -3.496 -2.648
C 3.409 -2.231 -2.847
N 3.341 -1.691 -4.195
C 4.080 -2.403 -5.259
C 3.188 -3.263 -6.141
C 2.660 -0.596 -4.577
O 2.632 -0.175 -5.718
C 1.882 0.257 -3.582
C 1.965 1.634 -3.772
C 1.160 2.476 -3.022
C 0.265 1.931 -2.134
N 0.145 0.589 -1.956
C 0.965 -0.225 -2.674
H 2.646 -3.831 -1.610
H 2.955 -4.304 -3.276
H 1.534 -3.341 -2.900
H 4.459 -2.446 -2.632
H 3.104 -1.454 -2.144
H 4.844 -3.000 -4.761
H 4.583 -1.649 -5.863
H 2.613 -3.983 -5.557
H 3.803 -3.821 -6.846
H 2.501 -2.642 -6.713
H 2.634 2.019 -4.532
H 1.194 3.549 -3.150
H -0.395 2.562 -1.560
H 0.820 -1.283 -2.533
```



Density functional theory data (ωB97M-V/def2-TZVPD) for C9H12N2O2 in the gas phase at a distorted geometry.

Properties
Frontier orbital gap ... 0.368 Ha
Spin multiplicity ... 1
HOMO level ... -0.33627 Ha

Structure (XYZ):
```
25
C9H12N2O2 (ωB97M-V/def2-TZVPD)
C 0.088 2.607 -0.066
O 0.968 1.738 -0.633
N 1.788 1.291 0.399
C 2.204 -0.038 0.271
O 3.320 -0.387 0.515
N 1.305 -0.918 -0.228
C 1.764 -2.250 -0.597
C -0.142 -0.670 0.009
C -0.899 -0.389 -1.165
C -2.275 -0.231 -1.055
C -2.886 -0.276 0.245
C -2.093 -0.426 1.351
C -0.710 -0.653 1.272
H -0.637 2.134 0.641
H 0.641 3.250 0.599
H -0.462 3.175 -0.871
H 2.674 1.869 0.431
H 1.082 -2.579 -1.405
H 2.900 -2.159 -0.663
H 1.662 -2.893 0.234
H -0.534 -0.421 -2.201
H -2.934 0.047 -1.929
H -4.012 -0.289 0.354
H -2.600 -0.543 2.327
H -0.212 -0.986 2.166
```



Density functional theory data (ωB97M-V/def2-TZVPD) for C3H6N4 in the gas phase at a distorted geometry.

Properties
Frontier orbital gap ... 0.354 Ha
Spin multiplicity ... 1
HOMO level ... -0.31699 Ha

Structure (XYZ):
```
13
C3H6N4 (ωB97M-V/def2-TZVPD)
C 1.661 0.535 -1.489
N 0.282 0.238 -0.795
N -0.053 -1.037 -0.953
C -0.855 -1.255 0.054
C -0.810 -0.126 0.953
N -1.345 0.004 2.158
N 0.059 0.793 0.414
H 2.464 0.519 -0.814
H 2.006 -0.126 -2.244
H 1.391 1.538 -1.981
H -1.364 -2.136 0.143
H -1.101 1.035 2.324
H -2.333 0.018 2.231
```



One value per record, in order, for relative energy (zero: lowest compared OMol25 entry of this formula, charge and spin): 0.248 0.078 4.408 0.463 1.879 2.297 eV.
One value per record, in order, for total energy: -64722.567 -23999.437 -9907.834 -75807.225 -16600.437 -9166.559 eV.